Entry 1:
18
Properties=species:S:1:pos:R:3:forces:R:3:mulliken_charge:R:1 method="wB97M-V/def2-TZVPD" homo_ev=-11.36 smiles=CCC(C#N)CC de_lowest_kcal_mol=1.94
C -2.57292 0.19481 -0.00337 -0.04 0.04 0.02 -1.2297
C -1.27991 -0.55633 -0.30872 -0.01 -0.05 -0.04 -0.6267
C -0.02811 0.07982 0.32904 -0.04 0.00 0.01 0.6062
C 1.25100 -0.73087 0.02897 0.04 -0.09 -0.04 -0.6172
C 2.55920 0.05482 0.11899 0.02 0.02 0.04 -1.3189
C 0.10450 1.47354 -0.12648 -0.04 1.01 -0.35 0.0358
N 0.17793 2.57000 -0.49062 -0.04 -1.09 0.34 -0.4959
H -3.43070 -0.28680 -0.48399 0.15 0.05 0.08 0.3533
H -2.51998 1.22584 -0.36925 -0.01 -0.15 0.06 0.3509
H -2.76798 0.22989 1.07448 0.03 -0.01 -0.13 0.3046
H -1.34907 -1.59423 0.04200 0.06 0.17 -0.01 0.3506
H -1.12514 -0.60321 -1.39385 0.00 0.01 0.14 0.3330
H -0.17957 0.12741 1.41715 0.07 0.04 -0.16 0.2310
H 1.26752 -1.57452 0.72826 0.00 0.08 -0.11 0.3327
H 1.16013 -1.16203 -0.97557 -0.01 0.08 0.11 0.3090
H 2.68429 0.53513 1.09592 -0.07 -0.05 -0.12 0.3146
H 3.41205 -0.61287 -0.02930 -0.09 0.05 0.00 0.3899
H 2.60576 0.83626 -0.64825 -0.03 -0.13 0.17 0.3767


Entry 2:
48
Properties=species:S:1:pos:R:3:forces:R:3:lowdin_spin:R:1 method="wB97M-V/def2-TZVPD" homo_ev="-14.97 / -14.96" charge=+2 multiplicity=4 de_lowest_kcal_mol=0.00 s_squared=3.78
H 0.91162 3.11003 -0.22601 0.10 0.35 0.35 0.0007
N 0.44334 1.64681 -1.67040 0.94 1.82 -1.85 0.0572
B 0.08849 0.29681 -3.81842 -1.55 -0.24 0.24 0.0014
N 0.43239 1.60818 -3.08034 0.26 0.49 1.60 0.0180
C 0.79525 2.80767 -3.52941 -0.07 -0.01 1.37 0.0541
Re 0.26269 0.04355 -0.60284 -3.55 -1.41 -1.16 2.0825
H 0.84827 2.97454 -4.59040 0.05 0.18 -0.09 0.0031
C 1.04669 3.66254 -2.42613 -0.38 -1.03 0.36 0.0211
H 1.35249 4.67862 -2.47363 0.13 0.53 -0.03 0.0007
C 0.82347 2.90843 -1.26966 -0.01 -0.55 -2.55 0.0266
H 0.14850 0.42480 -4.99224 0.25 0.00 -0.12 0.0002
C -0.87647 -1.71440 0.48857 -1.79 -2.81 1.92 0.0558
H -0.68608 -2.01811 1.59567 -0.55 0.66 -1.98 0.0040
H -0.14931 -2.45680 -0.03859 -0.51 2.25 0.12 0.0162
H -1.86741 -2.19161 0.12018 1.45 1.01 0.80 -0.0014
N -1.39346 -0.09633 -3.41726 0.47 0.30 1.94 0.0066
N 1.04197 -0.80918 -3.29757 0.61 -0.51 1.58 0.0213
N -1.68865 -0.23066 -2.04149 1.89 -0.01 -0.95 0.0293
N 1.17779 -1.09003 -1.90617 0.65 -0.45 -2.21 0.0558
C -2.51498 -0.31816 -4.12650 0.79 0.03 1.18 0.0105
C 1.88165 -1.60165 -3.95745 -0.19 0.01 0.73 0.0551
H -2.46905 -0.23834 -5.18142 -0.22 0.00 -0.74 0.0008
H 1.93329 -1.53604 -5.03845 0.07 -0.11 0.19 0.0029
C -3.52223 -0.63270 -3.25293 -0.20 -0.26 1.49 0.0025
C 2.56885 -2.42154 -3.04463 -0.03 -0.10 0.54 0.0279
C -2.97049 -0.59958 -1.94054 0.38 0.38 -1.37 0.0042
C 2.11829 -2.09060 -1.77351 -0.64 1.00 -1.45 0.0242
H -4.53348 -0.87323 -3.46996 -0.50 -0.11 -0.26 0.0000
H 3.30782 -3.17144 -3.27159 -0.02 0.02 -0.07 0.0009
H -3.40169 -0.81026 -0.96184 -0.09 0.16 -0.51 0.0000
H 2.37170 -2.43285 -0.78650 0.20 -0.19 0.01 0.0002
H -1.20687 -0.53675 0.56888 0.80 -2.15 -0.32 0.0162
O 2.05162 2.72167 5.37446 -0.33 1.04 -1.16 0.0014
S 2.21226 1.40665 4.87848 0.94 -2.58 4.47 -0.0005
O 3.21671 0.61672 5.61345 -1.59 0.95 -2.57 0.0099
N 2.31702 1.24057 3.23190 -1.62 -1.27 -1.94 0.0436
C 1.27614 0.56902 2.75310 1.92 1.56 2.06 0.0454
S 1.63976 0.17995 1.06516 1.49 0.53 0.52 0.2935
C 0.21529 0.16543 3.70204 -0.87 -0.06 0.86 0.0090
C -1.06223 -0.43852 3.58273 0.51 0.17 0.12 -0.0005
C -1.78179 -0.79002 4.74491 0.39 0.28 -0.16 0.0005
C -1.27019 -0.48410 6.03483 0.38 0.11 -0.74 -0.0026
C -0.03444 0.20307 6.16250 -0.48 -0.13 -0.27 0.0026
C 0.65119 0.52806 4.98728 -0.23 -0.35 0.17 -0.0009
H -1.48020 -0.59214 2.58115 -0.03 -0.05 0.86 0.0001
H -2.74881 -1.31332 4.62461 0.68 0.49 0.22 0.0001
H -1.84936 -0.77774 6.92150 0.40 0.20 -0.45 -0.0001
H 0.37265 0.47291 7.15448 -0.28 -0.16 -0.75 0.0002


Entry 3:
107
Properties=species:S:1:pos:R:3:forces:R:3:mulliken_charge:R:1 method="wB97M-V/def2-TZVPD" homo_ev=-4.61 charge=-1 de_lowest_kcal_mol=34.53
Pb -1.56128 0.09529 -0.08974 -0.02 -0.38 0.29 2.2133
O -3.41855 1.46897 -3.69514 -0.02 -0.01 -0.09 -0.7691
C -2.60202 1.47569 -2.79108 -0.02 -0.02 0.14 -0.5681
O -2.85814 1.12422 -1.57087 -0.13 0.10 -0.10 -0.2117
C -1.19509 2.03402 -3.08179 -0.09 0.04 -0.08 -0.2324
C -0.58543 2.72267 -1.86457 -0.10 0.05 0.00 -0.7214
C 0.45196 3.79261 -2.22252 0.03 0.01 0.09 -0.8397
C 1.77341 3.00709 -2.23285 0.03 -0.03 0.01 -0.7613
C 1.33746 1.56855 -1.90731 0.05 0.05 0.03 -1.3390
O 0.16990 1.77034 -1.09496 0.04 0.00 -0.05 0.7873
C -0.25245 1.00131 -3.81049 -0.02 -0.08 0.02 1.7054
C -0.93267 -0.42911 -3.76741 0.09 0.07 -0.20 -1.1051
O -1.31695 -0.93059 -4.82051 0.00 -0.02 0.07 -0.8165
O -0.97132 -0.92205 -2.59789 -0.13 0.01 -0.02 -0.3830
H -1.39590 2.82407 -3.80605 -0.03 -0.04 0.00 0.9708
H -1.37738 3.09450 -1.21393 0.02 0.00 -0.02 0.4375
H 0.22808 4.27040 -3.17498 -0.01 -0.01 -0.02 0.4094
H 0.46800 4.56225 -1.45004 0.01 0.01 -0.01 0.2554
H 2.28910 3.02801 -3.19122 -0.01 0.00 -0.01 0.3892
H 2.44657 3.37439 -1.45969 0.00 -0.01 0.01 0.0830
H 2.06355 1.01894 -1.31340 0.02 0.02 -0.01 0.9875
H -0.95506 1.14219 -5.79209 -0.03 0.10 0.01 0.4344
N 2.14157 -1.16930 -2.27558 0.09 0.02 0.00 0.1672
P 1.10237 -1.75874 -1.04581 -0.06 0.04 -0.05 1.4643
C 2.43335 -2.42466 0.02732 0.07 0.03 0.18 -0.5287
C 2.61878 -1.77314 1.24313 0.03 -0.01 0.00 0.2379
C 3.61216 -2.16720 2.12990 0.01 -0.03 0.01 -0.0706
C 4.43575 -3.23320 1.80036 0.01 0.03 0.05 -0.7588
C 4.25630 -3.90019 0.59427 0.05 -0.05 -0.01 -0.7372
C 3.25964 -3.50247 -0.28195 -0.01 -0.03 -0.07 -0.4569
C 0.45349 -3.34723 -1.68619 -0.03 -0.05 0.02 0.5627
C 0.31999 -3.60301 -3.04791 -0.05 0.06 0.07 -0.6140
C -0.26038 -4.78533 -3.48264 -0.01 0.00 -0.03 -0.7201
C -0.72884 -5.71605 -2.56673 -0.02 -0.04 -0.02 -0.5766
C -0.61964 -5.45920 -1.20709 -0.01 -0.01 0.03 -0.5776
C -0.03231 -4.28101 -0.77198 0.03 0.00 0.00 -0.6572
C 1.74125 -0.35582 -3.35625 0.10 -0.08 -0.15 -0.1612
C 2.10090 -0.72036 -4.60407 -0.04 0.01 0.12 -0.9834
C 2.01248 0.11651 -5.78275 0.01 0.12 -0.04 -0.8091
C 1.13672 1.09153 -6.02634 0.04 -0.10 -0.07 -0.8004
C -0.07079 1.49787 -5.24986 -0.03 0.05 0.00 -0.9484
N 1.04339 0.81705 -3.09471 -0.06 -0.05 0.03 1.2060
H 2.87264 -1.80698 -2.56294 0.01 0.02 0.01 0.4341
H 1.95733 -0.95318 1.49682 -0.01 -0.01 0.02 -0.0859
H 3.72582 -1.64924 3.07496 0.01 0.00 0.02 0.3299
H 5.21178 -3.55397 2.48467 0.00 0.00 0.01 0.3825
H 4.89286 -4.73975 0.34149 0.00 0.00 0.00 0.3917
H 3.10881 -4.04717 -1.20818 -0.01 0.00 -0.01 0.3953
H 0.61119 -2.85157 -3.76876 0.02 0.00 -0.04 0.2048
H -0.37338 -4.96224 -4.54481 0.00 0.00 -0.01 0.4422
H -1.19410 -6.63202 -2.91095 0.00 0.00 0.00 0.3590
H -0.99797 -6.17267 -0.48451 0.00 0.00 0.00 0.4212
H 0.04790 -4.08565 0.29316 0.01 0.01 0.00 0.4364
H 2.53097 -1.70808 -4.72896 0.03 0.00 0.01 0.3512
H 2.76201 -0.07315 -6.54736 0.00 -0.03 0.00 0.3332
H 1.26691 1.63697 -6.95800 -0.06 -0.03 -0.03 0.3913
H -0.12154 2.59178 -5.26984 0.09 0.00 0.06 0.3782
C 2.37676 -1.10223 5.88226 0.02 -0.03 0.01 -0.5734
C 1.25749 -1.61802 5.24261 -0.01 -0.02 -0.01 -0.5432
C 0.65679 -0.90672 4.21700 0.03 0.02 -0.02 -0.6968
C 1.14792 0.33995 3.82572 0.05 0.03 0.08 0.0250
C 2.27233 0.84597 4.47343 0.00 -0.01 -0.01 0.0388
C 2.88495 0.12763 5.49211 0.01 0.01 0.01 -0.7363
P 0.24253 1.17215 2.46754 -0.06 -0.12 -0.27 1.2896
C 1.38696 2.50802 1.98176 0.04 0.00 -0.01 0.4183
C 2.65618 2.15720 1.51340 0.01 0.01 -0.01 -0.1512
C 3.53765 3.12501 1.06370 0.02 0.00 -0.01 -0.9004
C 3.15376 4.46116 1.04192 0.03 0.00 0.00 -0.5776
C 1.88612 4.81451 1.47463 -0.02 0.02 0.01 -0.6519
C 1.00902 3.84588 1.94801 0.00 0.00 0.00 -0.7899
C -1.06054 2.05914 3.38335 0.11 0.06 0.24 0.4286
C -0.77326 2.60237 4.61408 0.02 -0.07 -0.07 -0.0270
C -1.74328 3.30641 5.34696 -0.04 0.01 -0.02 -1.0474
C -2.99505 3.45102 4.82078 0.05 0.00 0.05 -0.7020
C -3.32852 2.90395 3.56083 -0.02 0.01 0.01 1.0307
C -4.63488 3.07420 3.04652 -0.04 -0.02 -0.04 -0.8657
C -4.95422 2.55612 1.82819 0.01 0.02 0.04 -1.1198
C -3.98420 1.85110 1.07904 0.02 -0.01 0.05 -0.2903
C -2.69150 1.63519 1.51438 -0.01 0.14 -0.14 -0.6340
C -2.35827 2.18236 2.79919 -0.12 0.05 0.02 -0.1284
H 2.85667 -1.66274 6.67472 0.00 0.00 0.00 0.3614
H 0.86266 -2.58436 5.52962 0.00 0.00 0.01 0.4193
H -0.20083 -1.32387 3.70045 -0.01 0.00 0.00 0.4026
H 2.67409 1.80778 4.17999 0.01 0.00 0.00 0.4016
H 3.75990 0.53493 5.98376 0.00 0.00 0.00 0.4048
H 2.96249 1.11622 1.50579 -0.01 0.01 0.00 0.3051
H 4.51955 2.83291 0.71196 0.01 0.01 0.00 0.3937
H 3.83722 5.21829 0.67819 0.00 0.00 0.00 0.3534
H 1.57234 5.85090 1.45064 0.01 0.00 0.00 0.4113
H 0.02431 4.13585 2.29223 -0.01 -0.01 0.00 0.3967
H 0.22014 2.48645 5.03109 0.00 0.01 0.01 0.4282
H -1.49270 3.72540 6.31358 -0.01 0.00 0.01 0.3957
H -3.76240 3.99096 5.36560 0.00 0.00 0.00 0.3623
H -5.36130 3.62175 3.63744 0.00 0.00 0.00 0.3168
H -5.95196 2.68561 1.42344 -0.01 0.00 0.00 0.4231
H -4.28550 1.48278 0.10555 0.00 -0.01 -0.02 0.4117
C -4.86861 -4.36836 -0.14789 0.01 0.03 -0.03 -0.1900
C -4.65048 -3.54915 -1.24321 0.02 0.00 0.04 -0.8957
C -3.98141 -2.34765 -1.05174 0.07 -0.01 -0.13 -0.2036
N -3.54390 -1.95663 0.14201 0.05 0.18 0.00 -0.0398
C -3.74751 -2.74828 1.18925 -0.08 -0.10 -0.01 -0.2448
C -4.40849 -3.96255 1.09701 0.02 0.01 0.00 -0.7803
H -5.38392 -5.31400 -0.26170 0.00 0.00 0.00 0.3795
H -4.97641 -3.82851 -2.23529 0.00 -0.01 0.00 0.4592
H -3.76470 -1.68202 -1.88184 0.00 0.01 -0.01 0.3715
H -3.36392 -2.39383 2.14037 -0.02 0.02 0.02 0.4124
H -4.55323 -4.57310 1.97818 0.00 0.00 0.00 0.4190


Entry 4:
13
Properties=species:S:1:pos:R:3:forces:R:3:mulliken_charge:R:1 method="wB97M-V/def2-TZVPD" homo_ev=-8.28 de_lowest_kcal_mol=17.16
C 1.02678 -0.33297 -0.16620 0.15 -0.16 -0.13 -0.3072
C 0.36145 0.75319 0.24675 -0.59 0.19 -0.01 0.4687
C -1.05111 1.07926 0.07270 0.25 -0.31 -0.14 0.2513
H 2.87870 0.27642 0.46250 -0.51 -0.69 -0.53 0.2476
H 2.81272 -1.33306 -0.11354 0.08 -0.39 -0.08 0.2263
H 0.51186 -1.14530 -0.65831 -0.03 0.07 0.14 0.2132
H -2.88227 0.42326 -0.34458 0.31 -0.11 0.06 0.2674
H -1.66616 -2.19852 -0.59650 0.02 -0.10 -0.04 0.1300
N 2.38274 -0.43573 -0.09214 0.45 1.09 0.59 -0.4328
N -1.95067 0.04851 -0.17380 -0.18 0.27 0.10 -0.2939
F 1.11238 1.74365 0.78747 0.04 0.00 0.05 -0.2943
S -1.58497 2.63216 0.05610 -0.01 -0.10 0.04 -0.3316
S -1.95144 -1.51086 0.51955 0.04 0.24 -0.05 -0.1447


Number 1: total energy -289.9686 hartree. Number 2: total energy -2091.1895 hartree. Number 3: total energy -3424.0899 hartree. Number 4: total energy -1123.0295 hartree.